(1)
21
Properties=species:S:1:pos:R:3:forces:R:3:nbo_charge:R:1 method="wB97M-V/def2-TZVPD" relative_energy_kj_mol=155.5 max_force_ev_per_a=1.42 spin_multiplicity=1
C -0.0719 -0.1555 2.5490 -0.109 -0.070 -0.177 -0.6585
C -0.7218 -0.4779 1.2240 1.147 -0.053 -0.732 0.3117
N -0.7894 -1.9404 -0.7216 -0.135 -0.171 -0.481 -0.8349
C -0.1099 -1.3398 0.3497 -0.440 0.083 1.063 -0.2146
O -1.7896 0.2191 0.9114 -0.319 0.433 -0.896 -0.7900
H -1.5263 0.7944 -0.3033 0.374 -0.277 0.500 0.4626
H -1.6740 -1.4862 -0.9076 0.019 -0.087 -0.001 0.3682
H -0.2313 -2.0358 -1.5621 -0.119 0.111 0.013 0.3565
H 0.8232 -1.8157 0.6224 0.006 -0.069 0.111 0.1804
H 0.0898 0.9199 2.6516 -0.035 0.099 0.025 0.1892
H -0.7430 -0.4532 3.3562 0.019 0.024 0.049 0.2248
H 0.8790 -0.6706 2.6821 0.001 -0.071 -0.014 0.2035
C 0.4046 0.8904 -1.1121 -0.244 1.211 -0.709 0.6760
N 1.2080 0.2654 -2.0523 -0.138 0.143 0.455 -0.8241
N 1.0154 1.6599 -0.1430 -0.070 -0.575 -0.237 -0.7949
N -0.8908 1.0771 -1.3284 0.243 -0.601 0.823 -0.8109
H 2.2018 0.3808 -1.9253 -0.055 0.052 0.038 0.3899
H 0.9338 0.4178 -3.0132 -0.105 -0.160 0.170 0.3988
H 1.8541 1.2607 0.2528 -0.005 -0.012 -0.023 0.3867
H 0.3745 1.9601 0.5776 -0.123 -0.025 0.038 0.4092
H -1.2362 0.5295 -2.1078 0.091 0.015 -0.015 0.3705


(2)
88
Properties=species:S:1:pos:R:3:forces:R:3:lowdin_spin:R:1 method="wB97M-V/def2-TZVPD" relative_energy_kj_mol=201.0 max_force_ev_per_a=0.64 spin_multiplicity=5
Mn -0.5624 0.3114 1.2483 0.403 0.163 -0.326 2.9167
C -2.2724 3.4333 1.3673 -0.026 -0.011 0.119 0.0128
P -2.4646 1.6495 1.7085 -0.006 0.172 0.092 0.0303
C -2.6885 1.6958 3.5251 -0.157 -0.061 -0.035 0.0107
C -4.1663 1.2414 1.1110 0.081 -0.034 -0.201 0.0072
C -4.5043 1.9032 -0.2210 -0.022 -0.003 0.040 0.2461
P -3.0354 1.5950 -1.5615 0.089 -0.088 0.113 0.3621
C -3.8027 0.1922 -2.4612 0.013 0.048 0.011 0.0069
C -3.5086 3.0102 -2.6176 -0.039 0.000 -0.014 0.0045
H -3.1332 3.9900 1.7435 -0.017 -0.007 -0.017 0.0000
H -2.1520 3.6308 0.3039 0.010 -0.041 -0.037 0.0050
H -1.3707 3.7648 1.8847 -0.034 -0.005 -0.038 0.0014
H -3.5418 2.3273 3.7812 0.019 -0.002 0.036 0.0013
H -1.7922 2.0965 3.9989 0.035 -0.017 -0.058 0.0001
H -2.8620 0.6893 3.9082 0.013 0.000 -0.001 0.0000
H -4.8752 1.5046 1.8998 -0.053 0.074 -0.037 0.0027
H -4.2072 0.1543 0.9992 -0.024 -0.013 0.087 0.0008
H -4.5710 2.9868 -0.1095 -0.008 0.007 -0.010 0.0063
H -5.4506 1.5362 -0.6289 -0.019 0.006 0.031 0.0215
H -4.8876 0.2922 -2.4518 0.005 0.002 -0.001 0.0003
H -3.5375 -0.7667 -2.0207 0.047 -0.026 0.068 0.0031
H -3.4626 0.1866 -3.4965 0.000 0.008 0.006 0.0009
H -4.5906 3.0318 -2.7532 0.002 0.017 -0.004 0.0005
H -3.0257 2.9329 -3.5914 -0.002 -0.002 -0.008 -0.0004
H -3.2035 3.9481 -2.1500 0.016 -0.010 0.002 0.0029
C 3.1302 -3.3268 -1.5137 0.062 0.083 -0.108 -0.0006
Si 2.0812 -3.8322 -0.0618 -0.081 -0.004 -0.066 -0.0007
C 1.8845 -5.6928 -0.0657 0.005 -0.111 0.016 -0.0001
C 2.8529 -3.3050 1.5487 0.030 -0.019 0.169 0.0008
C 0.3446 -3.1117 -0.1985 -0.120 0.120 -0.119 -0.0016
C -0.7816 -3.9060 -0.3359 0.001 -0.052 0.053 0.0093
C -2.0771 -3.3799 -0.2629 0.074 0.018 -0.041 -0.0013
C -2.2022 -2.0413 0.0156 -0.009 -0.044 0.088 0.0073
N -1.1414 -1.2350 0.1092 -0.016 -0.113 -0.222 -0.0128
C 0.1097 -1.7227 -0.0659 0.047 -0.171 -0.067 0.0141
S 1.3300 -0.4881 0.0167 -0.213 -0.120 0.107 0.0080
H 4.1047 -3.8204 -1.4788 -0.005 0.007 0.000 0.0000
H 3.2893 -2.2470 -1.5121 0.006 -0.020 -0.024 -0.0004
H 2.6459 -3.6002 -2.4540 0.021 0.005 -0.010 0.0000
H 2.8434 -6.1597 0.1729 -0.016 -0.013 -0.016 0.0000
H 1.5666 -6.0751 -1.0388 -0.015 0.015 0.015 0.0000
H 1.1622 -6.0248 0.6839 0.033 -0.020 0.006 0.0000
H 3.7273 -3.9286 1.7556 -0.001 0.023 0.026 0.0001
H 2.1498 -3.4204 2.3796 0.044 -0.001 -0.028 0.0000
H 3.1646 -2.2611 1.5193 -0.007 0.001 0.000 0.0006
H -0.6641 -4.9759 -0.4701 -0.006 0.007 -0.008 0.0006
H -2.9515 -4.0059 -0.3681 0.004 -0.006 0.012 -0.0003
H -3.1634 -1.5817 0.2050 -0.048 0.011 -0.042 0.0006
C 1.3754 1.0262 -3.8539 0.125 0.034 -0.025 0.0199
Ge -0.5213 0.5887 -3.7272 0.059 -0.067 0.045 0.0336
C -0.6826 -1.3500 -3.5764 -0.008 -0.101 0.022 0.0016
C -1.4181 1.2068 -5.3491 -0.063 0.035 -0.105 0.0012
C -1.1921 1.4710 -2.1142 -0.135 0.171 0.058 0.1977
H 1.8516 0.4772 -4.6683 0.004 0.012 -0.001 0.0034
H 1.8690 0.7603 -2.9176 -0.007 -0.005 -0.012 0.0004
H 1.5137 2.0943 -4.0283 0.016 -0.002 -0.005 0.0002
H -0.4039 -1.8166 -4.5230 0.001 -0.023 0.012 0.0003
H -1.6954 -1.6625 -3.3244 -0.020 -0.024 -0.007 0.0000
H -0.0077 -1.7169 -2.8001 -0.015 0.019 -0.030 0.0002
H -0.9587 0.7261 -6.2146 -0.020 0.018 -0.014 0.0004
H -1.3079 2.2862 -5.4649 -0.008 -0.002 -0.006 0.0001
H -2.4819 0.9667 -5.3560 0.007 0.013 -0.022 0.0000
H -0.6553 0.9931 -1.2910 0.027 -0.010 -0.037 0.0118
H -0.8470 2.5122 -2.1287 -0.011 -0.004 0.024 0.0016
N 6.4840 1.5921 0.2151 0.020 0.062 0.040 0.0000
C 5.2917 1.8006 0.8911 0.046 -0.051 -0.048 0.0000
C 4.3866 2.7674 0.4551 -0.045 0.041 -0.019 0.0000
C 3.2130 2.9971 1.1518 -0.016 -0.108 0.015 0.0002
C 2.9322 2.2639 2.2960 0.172 0.081 -0.053 0.0006
C 3.8340 1.3041 2.7464 -0.022 0.009 -0.017 0.0001
C 5.0015 1.0738 2.0501 -0.004 -0.020 0.030 0.0001
S 1.4047 2.4746 3.1338 0.170 -0.056 -0.246 0.0023
O 0.7355 3.5887 2.5167 0.042 0.111 0.107 0.0021
O 1.6526 2.4706 4.5525 0.014 0.044 0.081 -0.0010
N 0.5883 1.1529 2.7457 -0.461 0.050 0.445 -0.0078
C 0.4359 0.0927 3.5697 0.114 0.084 0.193 0.0119
S 1.0194 -0.2125 5.1801 0.077 0.117 -0.115 0.0024
C 0.2649 -1.7693 5.1251 -0.079 -0.077 -0.004 0.0043
C -0.3879 -1.9434 3.9583 0.033 0.023 0.013 0.0058
N -0.2952 -0.8905 3.0808 -0.048 -0.139 0.102 0.0385
H 6.5188 1.9012 -0.7411 -0.022 -0.013 -0.014 0.0000
H 6.9420 0.7106 0.3705 -0.022 -0.022 -0.003 0.0000
H 4.6052 3.3389 -0.4392 -0.004 0.003 0.006 0.0000
H 2.5021 3.7355 0.8083 -0.004 0.020 0.007 0.0000
H 3.6197 0.7317 3.6402 -0.025 0.019 0.021 0.0000
H 5.7019 0.3248 2.4007 -0.001 0.006 0.001 0.0000
H 0.3296 -2.4465 5.9597 -0.008 -0.007 -0.005 0.0007
H -0.9554 -2.8170 3.6736 0.007 -0.013 0.010 0.0000


(3)
153
Properties=species:S:1:pos:R:3:forces:R:3:mulliken_charge:R:1 method="wB97M-V/def2-TZVPD" relative_energy_kj_mol=727.1 smiles=COC[C@H](C)N.COC[C@H](C)N.COC[C@H](C)N.COC[C@H](C)N.COC[C@H](C)N.COC[C@H](C)N.COC[C@H](C)N.COC[C@H](C)N.COC[C@H](C)N max_force_ev_per_a=3.81 spin_multiplicity=1
C -8.2980 5.1727 -4.6904 0.484 0.967 -0.497 -0.6819
O -8.7999 5.9708 -5.7370 0.138 0.127 -1.446 -0.3234
C -10.1785 6.1888 -5.6769 -0.670 0.575 -0.918 -0.6627
C -10.8686 6.9702 -6.8581 1.281 -0.234 0.220 0.5711
C -12.2746 7.2255 -6.4442 -0.828 0.140 0.355 -1.5120
N -10.8808 6.3223 -8.1312 0.658 -0.430 -1.048 -0.5417
H -7.2441 5.4508 -4.6783 0.069 -0.168 0.488 0.2364
H -8.3378 4.1027 -4.8945 -0.496 -0.114 0.121 0.2549
H -8.8035 5.4963 -3.7806 0.173 -0.499 0.405 0.3260
H -10.7101 5.2379 -5.7131 -0.190 -0.264 0.698 0.2317
H -10.3393 6.8113 -4.7967 -0.563 -0.311 0.478 0.3361
H -10.3632 7.9190 -7.0379 0.224 0.230 0.435 0.2439
H -12.3455 7.8444 -5.5498 0.021 0.057 -0.058 0.3936
H -12.7584 6.2754 -6.2176 -0.171 -0.104 0.016 0.3812
H -12.8272 7.6983 -7.2562 -0.002 0.067 0.060 0.3959
H -9.9806 6.0493 -8.4991 -0.255 -0.088 0.092 0.1854
H -11.6566 5.7876 -8.4948 0.127 0.050 0.599 0.1653
C -9.0461 -6.0535 -1.7119 -0.743 0.174 0.166 -0.7281
O -8.4525 -5.4592 -0.5480 -0.337 -0.356 -0.827 -0.4136
C -7.7075 -6.4229 0.1611 0.849 -1.112 -0.601 -0.6315
C -6.2997 -6.6983 -0.5186 -1.330 0.188 2.569 0.4525
C -5.4981 -7.6009 0.3256 0.327 -2.051 0.112 -1.5582
N -5.6561 -5.4167 -0.6051 -0.351 0.184 -1.913 -0.6778
H -9.6070 -6.9474 -1.4390 0.102 -0.247 0.210 0.3214
H -8.3782 -6.3265 -2.5289 0.517 0.138 0.245 0.2812
H -9.8009 -5.3903 -2.1345 0.243 0.398 0.221 0.2850
H -7.5429 -6.0896 1.1858 0.139 0.436 -0.085 0.3812
H -8.2798 -7.3454 0.2589 -0.189 -0.283 -0.165 0.3596
H -6.3641 -7.3032 -1.4231 -0.492 0.945 -0.700 0.2305
H -4.8052 -8.0211 -0.4033 1.001 0.080 0.765 0.3476
H -6.0807 -8.4817 0.5952 -0.258 -0.088 0.230 0.3605
H -5.0648 -7.2192 1.2501 0.189 0.273 -0.285 0.3837
H -5.2534 -5.0832 0.2590 -0.228 -0.271 0.194 0.2493
H -6.4967 -4.9025 -0.8268 0.562 1.595 -0.135 0.3570
C -6.9660 1.2208 4.3474 1.328 0.473 0.450 -0.7431
O -6.4220 0.7279 5.5597 -0.072 -1.482 0.511 -0.3433
C -5.8989 1.6098 6.5078 -0.158 1.901 0.168 -0.6953
C -5.2541 0.9558 7.7333 1.417 -0.934 1.155 0.1500
C -3.8748 0.3237 7.5399 1.350 1.185 -0.588 -1.3090
N -6.0225 -0.1768 8.1899 -0.871 -0.618 -1.142 -0.7482
H -6.4610 2.1544 4.0991 0.044 0.251 -0.175 0.3233
H -8.0333 1.4386 4.3848 -0.101 -0.407 0.077 0.2532
H -6.6445 0.4892 3.6061 -0.668 0.041 -0.184 0.2585
H -5.2439 2.3104 5.9898 0.534 0.089 0.075 0.4548
H -6.6878 2.2428 6.9141 -0.485 0.155 0.051 0.3905
H -5.2479 1.5105 8.6716 0.367 1.494 -0.725 0.3599
H -3.8008 -0.3305 6.6712 -0.444 -0.326 0.076 0.2893
H -3.4721 -0.1764 8.4207 -0.646 -0.240 0.055 0.3893
H -3.0950 1.0571 7.3342 -0.064 0.493 -0.148 0.3610
H -5.9931 -0.5819 7.2652 -0.943 -1.896 0.068 0.3540
H -6.9743 0.1543 8.2573 -0.585 -0.180 0.276 0.2550
C 5.8226 2.2278 -11.1315 -0.223 -1.030 -0.842 -0.8629
O 4.8335 1.4628 -10.4183 0.445 -0.324 -1.123 -0.2683
C 4.6606 0.1518 -11.0691 0.726 0.668 1.514 -0.6187
C 3.4809 -0.5681 -10.4256 -0.801 -0.048 0.345 0.3898
C 3.5376 -0.5840 -8.8889 -0.218 0.358 0.868 -1.2911
N 3.3567 -1.9645 -10.9911 0.762 1.339 0.113 -0.7105
H 6.1681 3.1165 -10.6034 -0.285 -0.320 0.205 0.2615
H 5.5217 2.4746 -12.1496 -1.041 0.732 0.014 0.3409
H 6.6489 1.6066 -11.4771 0.701 -0.342 1.049 0.3415
H 4.6106 0.2948 -12.1485 -0.345 -0.235 -0.016 0.3621
H 5.5366 -0.4405 -10.8044 0.470 -0.052 -0.359 0.2631
H 2.6325 0.0848 -10.6309 -0.444 -0.515 -0.497 0.3001
H 3.8208 0.3276 -8.3627 0.646 0.399 -0.734 0.3276
H 4.1544 -1.3663 -8.4466 0.080 -0.225 -0.276 0.2954
H 2.5427 -0.6544 -8.4492 -0.318 -0.753 -0.369 0.3440
H 2.4703 -2.4421 -10.9119 -0.328 0.611 0.199 0.2585
H 4.0022 -2.5183 -10.4464 0.172 -0.251 -0.088 0.2660
C 1.5105 -6.1672 6.6476 0.860 0.913 -0.114 -0.8092
O 2.1417 -6.7327 5.5159 0.183 0.685 -0.244 -0.2785
C 2.0573 -8.1306 5.5459 -0.163 -0.313 -1.787 -0.7163
C 2.3676 -8.7741 4.1025 1.120 1.443 -0.472 0.3907
C 3.7628 -8.4041 3.3688 -0.871 -0.237 1.617 -1.2771
N 1.3269 -8.3850 3.1297 -0.529 0.177 0.460 -0.7375
H 0.4210 -6.1985 6.6605 -0.150 -0.382 -0.328 0.3320
H 1.8122 -5.1200 6.6314 -0.149 0.066 0.099 0.2457
H 1.8935 -6.5857 7.5784 0.017 -0.258 0.119 0.3190
H 2.7162 -8.4975 6.3329 0.122 -0.439 -0.054 0.3464
H 1.0092 -8.2674 5.8122 -0.105 -1.206 -0.104 0.3896
H 2.3585 -9.8607 4.1885 -0.172 0.011 0.270 0.2817
H 3.9314 -7.3287 3.3125 -0.387 0.066 -0.140 0.3011
H 3.6700 -8.8353 2.3721 0.273 0.077 0.040 0.3823
H 4.6533 -8.7914 3.8640 -0.043 -0.322 0.057 0.3380
H 1.3269 -7.3806 3.0231 -0.132 0.456 0.607 0.2397
H 1.5981 -8.6312 2.1884 0.126 -0.731 -0.030 0.2524
C 1.4192 10.1274 -8.4411 0.246 1.010 -0.653 -0.7799
O 2.0163 8.8427 -8.4843 -1.916 0.561 1.239 -0.3274
C 1.3350 8.1297 -7.4692 1.013 -3.631 0.567 -0.7801
C 1.9140 6.6781 -7.4551 0.650 0.725 -0.580 0.5511
C 3.3934 6.6506 -7.1792 1.053 -0.183 1.452 -1.4486
N 1.6936 6.0245 -8.7069 -0.773 -0.520 -2.155 -0.7555
H 1.8706 10.7072 -7.6361 0.035 0.211 -0.008 0.2898
H 0.3401 10.1301 -8.2872 -0.133 -0.492 0.212 0.3277
H 1.5228 10.6450 -9.3948 0.549 -0.072 -0.021 0.2687
H 1.4297 8.3619 -6.4085 0.837 1.434 0.032 0.3734
H 0.2516 8.0239 -7.5254 -0.229 0.386 -1.112 0.4196
H 1.3904 6.1611 -6.6509 -0.083 -0.199 0.043 0.2468
H 4.0597 7.1749 -7.8643 -0.505 0.581 -0.032 0.3193
H 3.8316 5.6526 -7.1778 -0.535 -0.483 -0.154 0.4015
H 3.5626 6.9514 -6.1453 0.327 0.553 0.056 0.3740
H 2.4527 5.4450 -9.0357 0.260 -0.892 1.054 0.2144
H 1.8048 6.6668 -9.4784 -0.796 0.997 0.056 0.3063
C 13.4762 -2.9691 5.7753 -0.675 -1.297 -0.204 -0.7333
O 12.1523 -2.4187 5.7478 1.247 2.015 -0.356 -0.3385
C 11.1714 -3.2317 6.3271 -0.757 0.033 0.020 -0.6489
C 9.7280 -2.6114 6.2433 2.295 0.574 -2.183 0.4082
C 8.6810 -3.4486 6.9220 -0.362 0.328 -1.073 -1.4645
N 9.4102 -2.4152 4.7795 -0.671 -0.125 1.611 -0.7152
H 13.4301 -3.8540 5.1406 0.079 -0.720 0.409 0.3072
H 13.8100 -3.1979 6.7874 -0.284 -0.287 0.174 0.2822
H 14.3386 -2.4792 5.3232 -0.847 1.439 -0.158 0.2923
H 11.1530 -4.1171 5.6916 -0.207 -0.786 0.515 0.2855
H 11.4323 -3.4065 7.3709 0.013 -0.494 0.183 0.3780
H 9.7871 -1.5931 6.6274 -0.117 -0.072 0.462 0.3103
H 8.7467 -4.5028 6.6529 0.672 -0.278 0.703 0.3652
H 7.7691 -3.2241 6.3687 -0.487 0.572 0.622 0.4229
H 8.6262 -3.1878 7.9790 -0.245 -0.570 -0.094 0.3606
H 10.2313 -2.1406 4.2594 0.041 -0.299 -0.071 0.2591
H 8.9856 -3.2731 4.4572 0.297 -0.027 -0.560 0.2290
C -0.7791 0.0138 -2.1329 0.169 -0.798 0.919 -0.5385
O 0.0012 -1.1951 -2.0186 -0.734 1.476 -1.048 -0.3290
C 0.8174 -1.2331 -0.8882 1.317 -0.187 -0.470 -0.6915
C 0.2351 -2.0578 0.1738 -1.057 -1.322 0.848 0.4605
C -0.7926 -1.3955 1.0443 -1.690 -0.047 0.245 -1.3495
N 1.2712 -2.4437 1.0593 2.627 -0.311 1.348 -0.6739
H -1.3447 0.0641 -3.0634 0.397 -0.302 -0.085 0.2492
H -0.1319 0.8820 -2.0088 -0.016 0.138 -0.187 0.2850
H -1.4954 -0.0122 -1.3117 -0.219 0.410 -0.031 0.1616
H 1.7140 -1.7751 -1.1890 0.224 0.225 -0.066 0.3101
H 1.1380 -0.3067 -0.4116 -0.101 0.784 -0.654 0.3327
H -0.0778 -2.9395 -0.3854 -0.676 -0.221 0.430 0.3060
H -1.2121 -2.1282 1.7336 0.043 -0.180 0.068 0.3410
H -1.6696 -0.9492 0.5755 0.122 0.139 -0.313 0.3587
H -0.3236 -0.6511 1.6878 0.110 0.264 -0.209 0.2988
H 1.4424 -1.7132 1.7354 0.243 0.390 -0.138 0.2471
H 1.2224 -3.2475 1.6689 -0.755 -0.466 -0.651 0.2317
C 2.8445 4.2666 10.0133 -0.090 -0.586 -1.482 -0.6650
O 4.0398 3.6447 9.4474 -0.534 0.859 0.932 -0.3236
C 3.8715 2.7326 8.3672 -0.176 -0.299 0.315 -0.8370
C 4.3877 3.2956 7.0811 0.444 0.971 -1.286 0.7086
C 3.6665 4.5905 6.6508 1.115 -0.271 -0.002 -1.4416
N 4.2957 2.3513 5.9608 -0.894 -0.361 0.400 -0.7458
H 2.0908 3.4808 10.0644 -0.221 0.168 0.381 0.3001
H 2.4498 5.0736 9.3960 0.030 -0.168 -0.763 0.2456
H 2.9339 4.8185 10.9489 1.012 -0.876 0.359 0.2788
H 4.4746 1.8488 8.5752 0.083 -0.137 0.366 0.2785
H 2.8570 2.3595 8.2269 -0.398 0.274 0.198 0.4309
H 5.4619 3.4346 7.2030 0.112 0.874 0.516 0.2042
H 3.9256 5.4260 7.3011 -0.570 -0.170 0.442 0.3138
H 2.6035 4.3898 6.5169 -0.019 0.266 0.224 0.3204
H 4.0782 4.9359 5.7025 -0.099 -0.257 -0.332 0.4487
H 4.8440 1.5297 6.1719 0.121 -0.151 -0.199 0.2439
H 4.6772 2.7985 5.1395 0.086 -0.143 -0.074 0.2396